[1]
A molecular structure, C38H24BF4IN14O2W. Source: the OMol25 dataset; level of theory: the ωB97M-V functional and the def2-TZVPD basis.

The orbital gap (alpha / beta) comes out at 5.2 / 5.1 eV. The HOMO energy (alpha / beta) is -0.59105 / -0.59088 Eh. Its total charge is +3. The multiplicity is 2.

Geometry (Å):
W  -0.4355  0.7067  -0.3342
C  3.5001  4.0823  0.7808
C  2.8899  3.0646  1.6891
N  3.3574  2.9847  2.9274
C  2.8728  2.1246  3.7974
C  1.8554  1.2094  3.5124
C  1.3931  0.2786  4.6065
O  1.2618  -1.0594  4.1348
C  1.3307  1.2486  2.2200
C  0.2690  0.2760  1.7753
N  -1.0448  0.6345  1.5643
C  -2.1037  -0.0990  2.1168
C  -1.9832  -0.7735  3.3376
C  -3.0651  -1.4396  3.8818
C  -4.3010  -1.4211  3.2489
C  -4.4474  -0.7692  2.0261
C  -3.3529  -0.1433  1.4815
I  -3.4934  0.7407  -0.4661
C  1.8741  2.1781  1.3280
O  1.1873  2.2269  0.1084
H  3.9581  4.8624  1.3834
H  2.7748  4.5240  0.0992
H  4.2978  3.6291  0.1828
H  3.3265  2.1518  4.7829
H  0.4275  0.6305  4.9902
H  2.1021  0.3384  5.4310
H  1.7029  -1.6613  4.7427
H  0.4224  -0.7138  2.1994
H  -1.0375  -0.7668  3.8651
H  -2.9461  -1.9682  4.8178
H  -5.1572  -1.9075  3.6964
H  -5.4033  -0.7617  1.5203
C  -0.6194  0.8606  -4.6591
C  -0.9654  0.3178  -3.4382
N  -0.4304  1.0490  -2.4393
N  0.2621  2.0678  -3.0196
C  0.1534  1.9703  -4.3474
B  0.8793  3.2166  -2.1323
N  -0.2973  3.7606  -1.3056
C  -0.7043  5.0205  -1.1028
C  -1.7073  5.0185  -0.1530
C  -1.8574  3.6861  0.1927
N  -1.0151  2.9192  -0.5131
N  1.8489  2.5162  -1.1076
C  3.0294  1.9489  -1.3671
C  3.4599  0.7127  -0.9224
C  2.5363  -0.2988  -0.5615
N  1.2626  -0.1265  -0.5955
N  1.5435  4.2529  -2.9827
C  0.9605  5.0808  -3.9075
C  1.9522  5.7375  -4.5728
C  3.1473  5.2539  -3.9949
N  2.8956  4.3726  -3.0524
H  -0.8897  0.5010  -5.6365
H  -1.5605  -0.5546  -3.2226
H  0.6243  2.6848  -5.0034
H  -0.2596  5.8459  -1.6353
H  -2.2523  5.8619  0.2333
H  -2.5215  3.2586  0.9261
H  3.6041  2.5768  -2.0533
H  4.4935  0.4230  -1.0515
H  2.9480  -1.2935  -0.3710
H  -0.1111  5.1561  -4.0168
H  1.8538  6.4734  -5.3521
H  4.1620  5.5291  -4.2319
F  -2.0852  -3.6850  0.9923
C  -1.7933  -4.8406  0.4017
C  -2.1814  -6.0005  0.9869
F  -2.8416  -5.9394  2.1153
C  -1.8754  -7.2705  0.3932
C  -1.1647  -7.2276  -0.8511
C  -0.7650  -6.0511  -1.4167
F  -0.0981  -6.0741  -2.5491
C  -1.0607  -4.8069  -0.8130
C  -0.6371  -3.5725  -1.3778
C  -0.9446  -2.3286  -0.8900
N  -1.0649  -1.2007  -0.6315
C  0.2246  -3.4647  -2.5155
N  0.9375  -3.2635  -3.3952
F  -0.8771  -8.3403  -1.4609
C  -2.2278  -8.4719  0.9959
C  -2.8790  -8.5388  2.2555
N  -3.3948  -8.5949  3.2827
C  -1.9601  -9.7400  0.4220
N  -1.7691  -10.7960  0.0041

=====

[2]
A molecular structure, C5H12Br3NO3PS. Source: the OMol25 dataset; level of theory: the ωB97M-V functional and the def2-TZVPD basis.

The orbital gap comes out at 7.2 eV. The HOMO energy is -0.45223 Eh. Its total charge is +1.

Geometry (Å):
C  3.5021  -0.9680  -0.2087
C  2.7263  -0.1619  -1.1971
C  2.9112  1.3081  -1.1822
N  1.9755  -0.7386  -2.0943
S  0.5574  -1.4182  -1.9402
C  -0.6890  -0.1171  -1.7232
P  -1.8968  -0.6907  -0.4843
O  -2.3702  -2.0010  -0.9017
O  -3.0244  0.4176  -0.4066
O  -1.1324  -0.7430  0.9178
H  3.4627  -2.0220  -0.4700
H  4.5416  -0.6367  -0.2257
H  3.0984  -0.7983  0.7938
H  2.2699  1.8185  -1.8961
H  2.7628  1.6892  -0.1683
H  3.9460  1.5549  -1.4435
H  0.4879  -1.9411  -0.6888
H  -1.2027  -0.0372  -2.6817
H  -0.2067  0.8381  -1.5054
H  -2.7097  1.3279  -0.4998
H  -0.5521  0.0052  1.1129
C  -3.5974  0.6741  3.3076
Br  -2.9837  1.0023  5.0977
Br  -4.2373  -1.1202  3.0853
Br  -4.8961  1.9746  2.7457
H  -2.7432  0.7836  2.6568

=====

[3]
C8H11NO5S in the gas phase. Source: the OMol25 dataset; level of theory: the ωB97M-V functional and the def2-TZVPD basis.

The orbital gap comes out at 7.2 eV. The HOMO energy is -0.29905 Eh.

Geometry (Å):
C  -2.7641  2.0917  1.6037
C  -2.4053  2.5094  0.3075
C  -1.9183  1.3101  2.3325
C  -1.2486  2.0838  -0.2130
C  -0.5681  0.8818  1.8251
C  1.9751  -1.6644  -2.2154
C  1.2805  -1.8812  -0.8255
C  0.0098  -1.1040  -0.7571
N  -0.3188  1.3316  0.5064
O  -0.9168  -2.7161  1.1589
O  -2.3065  -0.8138  0.3454
O  -0.3697  -0.5236  1.8836
O  2.1334  -1.5658  0.2425
O  0.6080  0.6848  -0.2327
S  -1.0412  -1.3881  0.6914
H  -3.8645  2.0096  1.9680
H  -3.0097  3.1827  -0.3999
H  -2.2544  0.7045  3.1385
H  -0.8669  2.2725  -1.1909
H  0.2539  0.9982  2.5993
H  2.2137  -0.5958  -2.3077
H  2.8109  -2.3851  -2.3405
H  1.3277  -2.0389  -3.0516
H  0.9547  -3.0149  -0.7574
H  -0.5411  -0.6482  -1.5128
H  1.6206  -1.4484  0.9867

=====

[4]
4 unconnected molecules or ions with the total composition C2H11NO4. Source: the OMol25 dataset; level of theory: the ωB97M-V functional and the def2-TZVPD basis.

The orbital gap (alpha / beta) comes out at 3.5 / 6.9 eV. The HOMO energy (alpha / beta) is -0.00395 / -0.13016 Eh. Its total charge is -1. The multiplicity is 2.

Geometry (Å):
O  0.0653  1.5183  1.3967
C  1.3205  1.4841  1.1334
C  1.9748  0.4505  0.2723
N  1.6790  -0.9361  0.7419
H  1.9789  2.2051  1.6726
H  1.5531  0.6080  -0.7379
H  3.0312  0.7067  0.2217
H  0.9685  -0.8467  1.4647
H  2.5304  -1.2730  1.1666
H  -2.0371  -1.6969  -1.8986
H  -1.4375  -2.8348  -0.9157
O  -1.2745  -2.0670  -1.4596
H  -0.1550  1.1790  -2.0493
H  -0.8740  -0.0752  -1.7076
O  -0.9075  0.6427  -2.3392
H  -1.7029  0.0423  1.4003
H  -1.7027  -0.8537  0.1297
O  -2.2629  -0.4900  0.8237